# C23H63BNO15P

A cluster of 12 separate species, C23H63BNO15P in total at a distorted geometry (wB97M-V/def2-TZVPD, the OMol25 dataset).

The geometry in ORCA input format:
```
! RIJCOSX wB97M-V def2-TZVPD def2/J DEFGRID3
* xyz 0 1
C 4.976 1.910 1.897
C 5.142 1.451 0.466
O 4.376 0.243 0.241
C 3.770 0.240 -0.978
O 4.219 -0.432 -1.890
C 2.509 1.071 -1.148
C 1.523 0.301 -2.030
C 0.081 0.831 -1.951
P -0.518 0.574 -0.206
B -1.075 -1.299 -0.205
O -2.375 -1.619 -0.534
O -0.143 -2.228 0.104
C -0.677 -3.514 0.481
C -2.104 1.467 0.023
C -2.424 1.883 1.285
C -3.615 2.512 1.458
N -4.511 2.767 0.525
C -4.161 2.358 -0.688
C -3.001 1.717 -0.998
H 5.098 1.069 2.574
H 4.009 2.377 2.052
H 5.771 2.626 2.104
H 6.174 1.224 0.217
H 4.760 2.229 -0.195
H 2.124 1.264 -0.149
H 2.748 2.038 -1.595
H 1.538 -0.743 -1.717
H 1.877 0.311 -3.058
H 0.016 1.862 -2.290
H -0.497 0.195 -2.621
H -3.023 -1.165 0.013
H 0.179 -4.166 0.646
H -1.244 -3.465 1.409
H -1.281 -3.975 -0.293
H -1.772 1.701 2.121
H -3.865 2.811 2.471
H -4.874 2.531 -1.486
H -2.761 1.384 -1.992
C 2.903 -5.593 0.030
O 1.510 -5.861 -0.080
H 3.181 -4.905 -0.764
H 3.134 -5.134 0.995
H 3.484 -6.516 -0.081
H 1.276 -6.474 0.629
C 0.783 -9.487 1.163
O 1.025 -8.186 1.708
H -0.288 -9.661 1.162
H 1.157 -9.545 0.138
H 1.268 -10.248 1.776
H 1.978 -8.053 1.708
C -2.121 -12.332 1.629
O -0.730 -12.644 1.635
H -2.222 -11.250 1.667
H -2.595 -12.702 0.716
H -2.617 -12.767 2.499
H -0.649 -13.600 1.601
C 5.096 2.456 -3.962
O 4.389 1.246 -4.189
H 5.254 2.950 -4.919
H 4.516 3.120 -3.310
H 6.064 2.250 -3.497
H 4.265 0.830 -3.325
C -1.508 5.588 3.100
O -1.600 4.280 3.656
H -0.869 5.543 2.221
H -2.499 5.940 2.807
H -1.072 6.279 3.825
H -2.167 4.338 4.430
C -5.415 -0.102 -2.965
O -4.065 -0.542 -2.840
H -5.415 0.985 -3.000
H -5.857 -0.490 -3.883
H -6.004 -0.435 -2.109
H -4.082 -1.502 -2.810
C 8.882 2.533 -1.618
O 7.903 3.539 -1.867
H 8.706 2.130 -0.624
H 8.798 1.726 -2.350
H 9.889 2.957 -1.659
H 8.068 3.886 -2.751
C -6.910 2.430 4.397
O -6.223 1.484 3.587
H -7.240 1.923 5.300
H -6.247 3.256 4.674
H -7.783 2.827 3.872
H -5.936 1.943 2.792
C -5.460 6.594 3.636
O -4.477 6.844 4.640
H -5.010 5.961 2.874
H -6.324 6.078 4.063
H -5.786 7.529 3.176
H -4.881 7.402 5.309
C 9.248 7.365 -2.721
O 8.544 6.145 -2.930
H 9.394 7.840 -3.687
H 8.671 8.035 -2.078
H 10.223 7.175 -2.266
H 8.417 5.729 -2.069
C -8.541 -1.850 -1.826
O -7.804 -2.116 -3.017
H -7.840 -1.827 -0.995
H -9.046 -0.882 -1.893
H -9.280 -2.634 -1.646
H -8.431 -2.135 -3.745
*
```

## Properties
HOMO energy = -7.816 eV
SMILES = CCOC(=O)CCCP(B(O)OC)c1ccncc1.CO.CO.CO.CO.CO.CO.CO.CO.CO.CO.CO
Gap between HOMO and LUMO = 8.4 eV

=====

# C23H63O9

A cluster of 9 separate species, C23H63O9 in total at a distorted geometry (wB97M-V/def2-TZVPD, the OMol25 dataset).

The geometry in ORCA input format:
```
! RIJCOSX wB97M-V def2-TZVPD def2/J DEFGRID3
* xyz -1 1
C -0.429 0.327 -0.778
C -0.008 -0.311 0.531
C 0.886 0.630 1.347
O -1.097 -0.842 1.325
H -0.953 -0.431 -1.361
H 0.449 0.604 -1.361
H -1.143 1.149 -0.719
H 0.704 -1.080 0.230
H 0.250 1.352 1.859
H 1.685 1.043 0.731
H 1.347 0.110 2.186
C -3.883 2.594 -2.062
C -4.647 1.287 -1.827
C -5.046 0.468 -3.090
O -3.898 0.443 -0.963
H -4.266 3.000 -2.999
H -2.793 2.598 -2.084
H -4.177 3.268 -1.258
H -5.608 1.470 -1.346
H -4.165 0.117 -3.628
H -5.481 1.233 -3.732
H -5.726 -0.369 -2.934
H -3.573 -0.230 -1.565
C -3.669 -4.381 -1.027
C -2.780 -3.298 -1.390
C -2.891 -2.857 -2.932
O -2.932 -2.098 -0.679
H -3.462 -5.253 -1.649
H -4.721 -4.130 -1.166
H -3.423 -4.614 0.009
H -1.772 -3.676 -1.222
H -3.808 -2.279 -3.046
H -2.955 -3.755 -3.547
H -2.147 -2.296 -3.497
H -2.240 -2.098 -0.014
C 3.372 -1.197 3.652
C 3.349 -2.478 4.545
C 2.767 -2.208 5.917
O 2.598 -3.455 3.870
H 2.372 -0.767 3.724
H 3.614 -1.422 2.613
H 4.168 -0.499 3.909
H 4.351 -2.902 4.615
H 1.709 -1.983 5.782
H 3.291 -1.405 6.435
H 2.726 -3.032 6.629
H 2.890 -4.270 4.285
C 2.136 -4.344 0.410
C 0.770 -4.327 -0.295
C 0.785 -5.241 -1.602
O -0.368 -4.707 0.523
H 2.416 -5.278 0.898
H 2.160 -3.612 1.217
H 2.967 -4.034 -0.223
H 0.552 -3.326 -0.667
H 0.928 -6.304 -1.410
H 1.596 -4.970 -2.279
H -0.178 -5.173 -2.109
H -0.527 -5.652 0.462
C -0.470 -0.391 -4.646
C 0.282 0.609 -5.505
C 0.977 1.752 -4.656
O 1.248 -0.236 -6.016
H -0.772 -1.280 -5.200
H -1.343 0.110 -4.227
H 0.021 -0.695 -3.722
H -0.291 0.989 -6.351
H 1.507 2.415 -5.341
H 1.683 1.438 -3.887
H 0.206 2.256 -4.073
H 1.745 -0.394 -5.210
C 3.520 5.170 4.672
C 2.818 3.775 4.506
C 3.542 2.925 3.467
O 2.927 3.036 5.669
H 2.995 5.771 5.415
H 3.600 5.598 3.672
H 4.534 5.038 5.050
H 1.816 4.008 4.146
H 4.626 2.855 3.553
H 3.412 3.298 2.451
H 3.034 1.968 3.347
H 2.478 2.239 5.376
C -1.454 4.753 1.624
O -1.703 3.412 1.691
H -0.807 4.963 0.772
H -2.339 5.369 1.468
H -0.883 5.038 2.508
H -0.915 2.973 1.362
C 0.108 4.229 -1.742
O 0.901 4.294 -0.586
H 0.314 3.260 -2.197
H -0.967 4.283 -1.570
H 0.382 4.861 -2.587
H 1.191 5.203 -0.479
*
```

## Properties
HOMO energy = -2.797 eV
Relative energy (zero: lowest compared OMol25 entry of this formula, charge and spin) = 0.0 kcal per mole
Gap between HOMO and LUMO = 5.3 eV

=====

# C23H64F36N5O5P6

A cluster of 11 separate species, C23H64F36N5O5P6 in total at a distorted geometry (wB97M-V/def2-TZVPD, the OMol25 dataset).

The geometry in ORCA input format:
```
! RIJCOSX wB97M-V def2-TZVPD def2/J DEFGRID3
* xyz 0 2
C 8.276 3.768 13.676
C 8.320 5.163 12.966
O 9.091 5.514 12.052
N 7.193 6.115 13.400
H 6.702 5.695 14.176
H 7.669 6.935 13.746
C 6.143 6.388 12.259
H 7.253 3.486 13.925
H 8.910 3.538 14.532
H 8.603 3.072 12.904
H 5.314 5.728 12.006
H 6.712 6.602 11.354
H 5.615 7.264 12.638
C 4.103 0.988 14.581
N 4.117 -0.548 14.352
C 4.070 -1.282 15.762
C 2.897 -0.870 13.433
C 5.454 -0.922 13.748
C 5.500 -2.062 12.709
O 4.860 -3.194 13.290
H 5.073 1.309 14.963
H 3.269 1.245 15.234
H 3.849 1.578 13.701
H 3.113 -1.104 16.252
H 4.885 -0.960 16.411
H 4.248 -2.353 15.673
H 3.119 -0.288 12.538
H 2.034 -0.313 13.797
H 2.704 -1.936 13.304
H 6.128 -1.036 14.597
H 5.698 -0.015 13.194
H 6.549 -2.297 12.534
H 5.235 -1.817 11.680
H 5.063 -4.041 12.886
C 6.882 0.868 19.215
N 7.611 2.148 18.647
C 6.763 3.364 19.123
C 8.974 2.123 19.241
C 7.672 2.195 17.169
C 8.529 1.052 16.386
O 7.789 -0.130 16.467
H 6.492 1.205 20.175
H 7.669 0.118 19.299
H 6.126 0.521 18.510
H 5.788 3.032 18.767
H 7.032 4.346 18.736
H 6.901 3.382 20.204
H 9.381 3.061 18.862
H 9.474 1.260 18.802
H 8.946 2.199 20.328
H 8.040 3.183 16.892
H 6.613 2.164 16.912
H 9.546 0.916 16.756
H 8.634 1.282 15.325
H 8.464 -0.776 16.246
C 6.310 11.125 16.681
N 6.179 9.868 17.596
C 6.214 10.321 19.083
C 4.798 9.231 17.336
C 7.318 8.835 17.255
C 7.559 7.653 18.196
O 8.079 8.092 19.398
H 7.105 11.825 16.939
H 5.433 11.702 16.972
H 6.177 10.725 15.675
H 5.792 9.523 19.694
H 5.711 11.282 19.193
H 7.249 10.387 19.420
H 4.111 10.059 17.513
H 4.598 8.431 18.048
H 4.776 8.709 16.379
H 8.186 9.495 17.255
H 6.949 8.534 16.275
H 8.065 6.869 17.633
H 6.590 7.187 18.370
H 8.638 7.438 19.824
C 7.000 0.012 24.454
N 8.423 -0.201 24.018
C 8.489 -1.595 23.253
C 8.932 0.953 23.088
C 9.381 -0.419 25.303
C 9.595 0.906 26.052
O 8.567 1.892 26.129
H 6.989 -0.500 25.417
H 6.307 -0.479 23.771
H 6.890 1.093 24.542
H 7.937 -1.638 22.314
H 8.224 -2.356 23.986
H 9.559 -1.619 23.043
H 9.943 0.643 22.825
H 8.885 1.917 23.594
H 8.444 0.843 22.120
H 10.349 -0.754 24.930
H 8.928 -1.225 25.882
H 10.325 1.488 25.490
H 9.984 0.731 27.055
H 8.274 2.130 27.011
P 9.823 5.183 21.314
F 10.646 6.171 20.291
F 9.159 6.546 21.897
F 8.600 5.228 20.191
F 8.980 4.224 22.297
F 10.573 3.825 20.754
F 11.047 5.414 22.427
P 10.867 -1.222 19.820
F 11.372 -1.654 21.271
F 9.561 -0.558 20.480
F 11.770 0.167 19.783
F 10.483 -0.870 18.273
F 12.081 -2.189 19.309
F 10.012 -2.564 19.755
P 4.295 2.937 22.740
F 4.468 1.367 22.933
F 5.967 2.996 22.564
F 4.132 2.823 21.119
F 4.153 4.443 22.353
F 2.701 2.723 22.851
F 4.430 3.212 24.402
P 4.684 4.955 16.100
F 4.932 4.307 14.597
F 4.532 3.385 16.688
F 6.322 4.867 16.379
F 4.245 5.523 17.608
F 4.958 6.429 15.534
F 2.981 4.969 15.762
P 11.712 3.743 16.555
F 11.878 5.193 17.234
F 10.060 3.918 16.742
F 11.515 4.355 15.041
F 11.639 2.190 16.022
F 13.383 3.745 16.522
F 11.898 3.077 17.960
P 9.443 -3.000 14.248
F 7.835 -2.876 14.544
F 9.776 -2.523 15.806
F 9.351 -4.574 14.659
F 11.108 -3.238 14.041
F 9.167 -3.350 12.670
F 9.473 -1.400 13.897
*
```

## Properties
HOMO energy (alpha / beta) = -10.696 / -10.695 eV
Expectation value of S² = 0.754
Gap between HOMO and LUMO (alpha / beta) = 8.5 / 3.5 eV

=====

# C23H64O9

A cluster of 9 separate species, C23H64O9 in total at a distorted geometry (wB97M-V/def2-TZVPD, the OMol25 dataset).

The geometry in ORCA input format:
```
! RIJCOSX wB97M-V def2-TZVPD def2/J DEFGRID3
* xyz 0 1
C -20.278 20.593 15.594
C -19.352 21.615 14.909
C -17.842 21.503 15.336
O -19.369 21.525 13.483
H -21.282 20.515 15.177
H -20.302 20.831 16.657
H -19.792 19.623 15.486
H -19.799 22.591 15.096
H -17.310 20.732 14.777
H -17.872 21.282 16.403
H -17.377 22.468 15.137
H -19.701 20.654 13.252
C -17.442 18.168 21.634
C -17.285 19.105 20.411
C -18.081 20.399 20.573
O -15.863 19.318 20.300
H -18.496 18.116 21.908
H -16.868 18.506 22.497
H -16.987 17.238 21.295
H -17.651 18.530 19.561
H -19.061 20.222 21.016
H -18.252 20.830 19.586
H -17.504 21.117 21.156
H -15.397 18.511 20.071
C -19.029 22.643 18.031
C -17.964 23.522 18.533
C -18.013 23.565 20.102
O -16.733 23.065 18.241
H -20.020 23.013 18.294
H -18.765 21.624 18.312
H -18.967 22.852 16.963
H -18.060 24.529 18.125
H -18.206 22.585 20.539
H -18.755 24.292 20.431
H -17.114 24.047 20.487
H -16.641 22.171 18.578
C -11.648 21.996 20.114
C -12.298 21.144 19.075
C -13.468 21.868 18.389
O -11.329 20.739 18.172
H -11.339 23.001 19.829
H -10.781 21.524 20.578
H -12.406 22.101 20.890
H -12.675 20.235 19.545
H -14.021 22.430 19.141
H -14.158 21.341 17.730
H -13.127 22.758 17.860
H -11.278 21.239 17.355
C -11.045 21.271 15.499
C -12.312 21.956 14.892
C -13.239 22.437 15.997
O -11.925 23.010 13.993
H -10.184 21.512 14.876
H -11.137 20.185 15.533
H -10.822 21.718 16.468
H -12.808 21.275 14.200
H -14.236 22.828 15.796
H -12.761 23.112 16.707
H -13.339 21.469 16.489
H -12.655 23.486 13.588
C -17.267 24.449 15.691
C -15.782 24.146 15.825
O -15.212 24.350 14.470
H -17.768 23.859 14.923
H -17.542 25.488 15.508
H -17.817 24.181 16.593
H -15.492 23.155 16.173
H -15.223 24.793 16.502
H -15.645 23.828 13.791
C -15.643 21.635 16.997
C -16.049 20.429 17.841
O -17.025 20.767 18.757
H -15.384 22.497 17.612
H -16.293 21.924 16.171
H -14.718 21.208 16.610
H -15.197 20.010 18.377
H -16.295 19.599 17.179
H -16.872 20.100 19.432
C -13.843 19.520 21.355
C -14.522 20.848 21.114
O -15.535 21.208 22.047
H -14.533 18.750 21.701
H -13.002 19.655 22.035
H -13.236 19.241 20.494
H -14.990 20.894 20.131
H -13.807 21.671 21.090
H -16.198 20.526 21.912
C -15.506 18.908 14.852
C -15.496 17.460 15.017
O -15.444 17.206 16.391
H -16.451 19.328 15.198
H -15.355 19.299 13.845
H -14.693 19.444 15.341
H -14.564 17.147 14.546
H -16.227 16.980 14.367
H -14.634 17.607 16.714
*
```

## Properties
HOMO energy = -9.316 eV
SMILES = CC(C)O.CC(C)O.CC(C)O.CC(C)O.CC(C)O.CCO.CCO.CCO.CCO
Relative energy (zero: lowest compared OMol25 entry of this formula, charge and spin) = 411.6 kcal per mole
Gap between HOMO and LUMO = 9.4 eV

=====

| no. | energy (eV) |
| --- | --- |
| 1 | -67036.969 |
| 2 | -43296.076 |
| 3 | -196162.182 |
| 4 | -43298.077 |